{"formula": "C38H57ClIrN4SbSi3", "method": "ωB97M-V/def2-TZVPD", "e_tot_ev": -91825.7421, "multiplicity": 2, "e_lumo_ev": [1.82, 1.80], "orbital_gap_ev": [5.2, 5.2], "total_charge": -1, "de_lowest_kcal_mol": 20.00, "max_force_ev_per_a": 1.11, "elements": ["Ir", "C", "Sb", "C", "C", "C", "C", "C", "C", "N", "Si", "C", "C", "C", "C", "C", "C", "C", "C", "C", "N", "Si", "C", "C", "C", "Si", "C", "C", "C", "H", "H", "H", "H", "H", "H", "H", "H", "H", "H", "H", "H", "H", "H", "H", "H", "H", "H", "H", "H", "H", "H", "H", "H", "H", "H", "H", "H", "H", "H", "H", "H", "H", "H", "H", "H", "H", "H", "N", "C", "C", "N", "H", "H", "H", "H", "H", "H", "H", "H", "Cl", "C", "C", "C", "C", "C", "C", "C", "H", "H", "H", "H", "H", "H", "C", "C", "C", "C", "C", "C", "C", "H", "H", "H", "H", "H"], "xyz": [[-0.51748, 0.91482, 0.83227], [3.44821, 0.27639, -0.90126], [1.86011, 1.64369, -0.38636], [1.40763, 0.85345, 1.63371], [1.64764, -0.60796, 1.77508], [1.35662, -1.53919, 0.75032], [1.46411, -2.89099, 0.99790], [1.87888, -3.32297, 2.25433], [2.18255, -2.35311, 3.19211], [2.07532, -1.04360, 2.97476], [2.08466, 1.88092, 3.02252], [1.47925, 1.57912, 4.78453], [1.69391, 3.71803, 2.75764], [3.96214, 1.75110, 3.02259], [0.74259, -0.52197, -3.99957], [-0.13953, -1.44529, -3.36410], [-0.12667, -2.84474, -3.68592], [-0.95598, -3.73929, -3.07016], [-1.85954, -3.28482, -2.10365], [-1.84155, -1.93104, -1.84437], [-1.03077, -1.03387, -2.40734], [2.30605, -1.16465, -4.69607], [3.55784, 0.22784, -4.97480], [3.15947, -2.42360, -3.57089], [2.22493, -2.02512, -6.39576], [0.13757, 1.08142, -4.60822], [0.01360, 1.08105, -6.50419], [-1.59787, 1.55652, -4.02490], [1.17643, 2.62424, -4.24438], [4.35928, 0.69371, -0.47430], [3.54797, 0.22133, -1.98334], [3.28725, -0.72304, -0.50534], [1.04610, -1.19108, -0.22951], [1.22579, -3.59987, 0.21325], [1.97611, -4.37315, 2.49450], [2.53328, -2.63838, 4.18063], [0.50185, 2.02534, 4.98075], [2.19277, 2.05615, 5.46425], [1.43632, 0.52082, 5.03185], [0.68207, 3.98351, 3.08182], [1.84498, 4.03879, 1.72560], [2.38203, 4.30256, 3.37605], [4.28017, 0.70847, 2.97969], [4.39571, 2.20413, 3.91846], [4.36577, 2.27056, 2.14999], [0.53110, -3.18817, -4.47153], [-0.92613, -4.78715, -3.35092], [-2.54664, -3.94260, -1.58938], [-2.52283, -1.55105, -1.08657], [3.58082, 0.93256, -4.14347], [3.32806, 0.79124, -5.88311], [4.55971, -0.19305, -5.09592], [3.52435, -1.95361, -2.65590], [4.01393, -2.87372, -4.08511], [2.48424, -3.22820, -3.27711], [1.55126, -1.49631, -7.07349], [1.87132, -3.05661, -6.31751], [3.21672, -2.05531, -6.85791], [-0.64362, 0.27848, -6.84866], [0.99434, 0.91990, -6.96016], [-0.37531, 2.03180, -6.88221], [-2.31604, 0.74525, -4.15306], [-1.94713, 2.43345, -4.57770], [-1.56367, 1.81752, -2.96796], [2.10210, 2.63670, -4.82070], [1.44079, 2.70283, -3.18719], [0.60861, 3.51989, -4.51790], [-0.76853, 3.06093, 0.66658], [-1.57001, 3.30756, -0.55260], [-2.68174, 2.27930, -0.66994], [-2.11747, 0.92418, -0.59718], [-1.17828, 3.44353, 1.51276], [0.14176, 3.50783, 0.55459], [-0.87672, 3.17906, -1.38684], [-1.96764, 4.32510, -0.58416], [-3.23796, 2.44648, -1.59632], [-3.37813, 2.39203, 0.16713], [-1.67075, 0.57247, -1.46483], [-2.83958, 0.26968, -0.32130], [-2.05097, -1.66338, 8.69654], [-2.03497, -0.79197, 7.18447], [-1.23613, -1.24043, 6.14654], [-1.23203, -0.54576, 4.94834], [-2.01806, 0.59064, 4.77644], [-1.98091, 1.35420, 3.46984], [-2.80777, 1.01843, 5.83655], [-2.82316, 0.33590, 7.04451], [-0.62064, -2.12004, 6.27641], [-0.59246, -0.88022, 4.13895], [-1.21410, 2.13274, 3.54202], [-2.94132, 1.87577, 3.34466], [-3.42839, 1.89989, 5.71955], [-3.44133, 0.67007, 7.86641], [-1.71559, 0.48529, 2.26479], [-2.65017, -0.65011, 2.10116], [-4.02897, -0.50740, 2.31880], [-4.90361, -1.55421, 2.07860], [-4.42075, -2.78276, 1.64303], [-3.05825, -2.94715, 1.44050], [-2.18548, -1.89192, 1.65835], [-4.42284, 0.43939, 2.67092], [-5.96612, -1.41433, 2.23747], [-5.10376, -3.60326, 1.46276], [-2.66689, -3.89645, 1.09679], [-1.12382, -2.02117, 1.49101]], "mulliken_spin": [0.44, 0.00, -0.01, -0.13, 0.02, 0.16, 0.05, 0.01, 0.01, 0.02, 0.01, 0.00, 0.00, 0.00, 0.00, 0.00, 0.00, 0.00, 0.00, 0.01, -0.02, 0.00, 0.00, 0.00, 0.00, 0.00, 0.00, 0.00, 0.00, 0.00, 0.00, 0.00, -0.11, 0.00, 0.00, 0.00, 0.00, 0.00, 0.00, 0.00, 0.00, 0.00, 0.00, 0.00, 0.00, 0.00, 0.00, 0.00, 0.00, 0.00, 0.00, 0.00, 0.00, 0.00, 0.00, 0.00, 0.00, 0.00, 0.00, 0.00, 0.00, 0.00, 0.00, 0.00, 0.00, 0.00, 0.00, 0.09, -0.01, 0.02, 0.02, -0.01, -0.01, 0.00, 0.00, 0.00, 0.00, 0.00, 0.00, 0.00, 0.00, 0.00, 0.01, -0.03, -0.03, 0.00, 0.00, 0.00, 0.01, 0.00, 0.01, 0.00, 0.00, 0.43, -0.07, 0.03, 0.00, 0.00, 0.02, 0.10, 0.00, 0.00, 0.00, 0.00, -0.05]}

=====

{"formula": "C38H57FeN9OP3Si", "method": "ωB97M-V/def2-TZVPD", "e_tot_ev": -125919.1803, "multiplicity": 6, "e_lumo_ev": [0.49, -1.00], "orbital_gap_ev": [7.3, 6.9], "total_charge": 0, "max_force_ev_per_a": 1.60, "elements": ["Fe", "C", "C", "C", "P", "C", "C", "C", "C", "C", "C", "C", "C", "C", "Si", "C", "C", "C", "C", "C", "C", "P", "C", "C", "C", "C", "C", "C", "C", "C", "C", "C", "C", "C", "P", "C", "C", "C", "C", "C", "C", "H", "H", "H", "H", "H", "H", "H", "H", "H", "H", "H", "H", "H", "H", "H", "H", "H", "H", "H", "H", "H", "H", "H", "H", "H", "H", "H", "H", "H", "H", "H", "H", "H", "H", "H", "H", "H", "H", "H", "H", "H", "H", "H", "H", "H", "H", "H", "H", "H", "H", "H", "H", "H", "H", "N", "C", "N", "N", "N", "N", "C", "N", "N", "N", "N", "H", "O", "H", "H"], "xyz": [[-0.23496, 0.12844, -0.94417], [2.56473, 1.29453, -3.71833], [2.33763, 2.37677, -2.64816], [1.25000, 3.38814, -3.03304], [1.94625, 1.71869, -0.94844], [2.60609, 3.17431, 0.08587], [3.95376, 3.76446, -0.34322], [2.71316, 2.82039, 1.56903], [3.20449, 0.42744, -0.59077], [4.48514, 0.49887, -1.15108], [5.46325, -0.42020, -0.80968], [5.16959, -1.43954, 0.08922], [3.89816, -1.54086, 0.62615], [2.89179, -0.62020, 0.30536], [1.09683, -0.84708, 0.92793], [0.41058, -2.57962, 1.26929], [1.10928, -3.38328, 2.17667], [0.81162, -4.72972, 2.33864], [-0.21072, -5.29230, 1.59495], [-0.95119, -4.50042, 0.72621], [-0.67311, -3.14198, 0.55330], [-1.73313, -2.09068, -0.54020], [-3.38503, -2.18876, 0.33977], [-3.91102, -3.56208, 0.75366], [-4.50230, -1.44382, -0.41159], [-1.90771, -2.94107, -2.18613], [-2.92733, -2.21048, -3.07729], [-2.11110, -4.45339, -2.27659], [1.17962, 0.03155, 2.60875], [2.21864, -0.25761, 3.50689], [2.36833, 0.44943, 4.68761], [1.47326, 1.46745, 4.99544], [0.44812, 1.77756, 4.11992], [0.29630, 1.08035, 2.91604], [-0.96045, 1.45985, 1.63848], [-2.48254, 0.80084, 2.50405], [-3.78799, 1.27889, 1.85610], [-2.57554, 0.95633, 4.02068], [-1.05946, 3.33074, 1.58381], [-1.68244, 4.08769, 2.76165], [-1.72550, 3.78746, 0.27673], [1.88255, 1.43317, -4.55931], [2.42356, 0.28819, -3.33266], [3.58370, 1.34184, -4.10844], [3.25565, 2.93332, -2.53402], [0.27550, 2.91379, -3.13808], [1.49690, 3.85536, -3.99039], [1.16154, 4.18621, -2.28608], [1.84651, 3.95396, -0.03766], [4.74014, 3.00973, -0.34848], [4.23132, 4.51649, 0.39981], [3.93392, 4.26867, -1.30805], [3.47048, 2.04639, 1.72610], [1.77803, 2.45558, 1.98042], [3.00680, 3.70495, 2.14122], [4.71848, 1.26625, -1.88060], [6.45039, -0.34958, -1.25310], [5.92779, -2.17211, 0.34552], [3.66547, -2.38634, 1.27119], [1.91949, -2.95376, 2.75986], [1.38730, -5.33718, 3.02881], [-0.44758, -6.34563, 1.69612], [-1.75508, -4.96482, 0.17511], [-3.17459, -1.64265, 1.25510], [-4.07973, -4.21058, -0.10829], [-4.87904, -3.41865, 1.24468], [-3.25719, -4.07052, 1.45834], [-4.96025, -2.09456, -1.15819], [-4.14911, -0.54861, -0.91388], [-5.28779, -1.15538, 0.29168], [-0.92747, -2.74871, -2.60997], [-3.93846, -2.58370, -2.90624], [-2.68139, -2.39429, -4.12544], [-2.93165, -1.12813, -2.93064], [-3.04108, -4.78743, -1.81260], [-1.27496, -5.00810, -1.85608], [-2.16735, -4.71266, -3.33778], [2.94355, -1.02868, 3.25918], [3.18158, 0.21642, 5.36622], [1.58009, 2.02461, 5.91829], [-0.23119, 2.57187, 4.38886], [-2.36140, -0.26331, 2.30701], [-3.97862, 2.32854, 2.09944], [-4.62893, 0.69711, 2.24524], [-3.77360, 1.17250, 0.77733], [-2.66863, 2.00241, 4.32443], [-1.72646, 0.51843, 4.54029], [-3.47655, 0.43503, 4.35874], [-0.00183, 3.60437, 1.50949], [-2.68349, 3.72276, 3.00271], [-1.77950, 5.14106, 2.48367], [-1.07578, 4.05278, 3.66144], [-2.76573, 3.45923, 0.22112], [-1.19982, 3.40376, -0.59812], [-1.71563, 4.87899, 0.22298], [0.57709, -1.29050, -4.39585], [1.13261, -1.91555, -3.30272], [1.85055, -3.00915, -3.39516], [2.14756, -3.32534, -2.10796], [1.62485, -2.46074, -1.31974], [0.96014, -1.51408, -2.03460], [-0.28093, -0.23399, -4.28726], [-0.88065, 0.30606, -5.33208], [-1.65042, 1.29207, -4.82429], [-1.51715, 1.34190, -3.55107], [-0.62044, 0.36513, -3.14496], [0.79839, -1.63305, -5.31445], [-2.39955, 1.06423, -1.08010], [-1.76034, 0.77130, -1.75691], [-2.89769, 1.68623, -1.63262]], "mulliken_spin": [3.99, 0.01, 0.04, 0.01, 0.21, 0.05, 0.00, 0.02, -0.07, -0.01, 0.00, 0.00, 0.03, 0.08, -0.25, 0.12, 0.03, 0.00, 0.00, 0.00, -0.13, 0.20, 0.06, 0.01, 0.01, 0.05, 0.00, 0.00, 0.11, 0.01, 0.00, 0.00, -0.01, -0.16, 0.15, 0.09, 0.00, 0.00, 0.13, 0.01, 0.01, 0.00, 0.01, 0.00, 0.00, -0.01, 0.00, 0.00, 0.01, 0.00, 0.00, 0.00, 0.00, 0.01, 0.00, 0.00, 0.00, 0.00, 0.00, 0.00, 0.00, 0.00, 0.00, 0.01, 0.00, 0.00, 0.00, 0.00, -0.01, 0.00, 0.01, 0.00, 0.00, 0.00, 0.00, 0.00, 0.00, 0.00, 0.00, 0.00, 0.00, 0.05, 0.00, 0.00, 0.00, 0.00, 0.00, 0.00, 0.01, 0.00, 0.00, 0.00, 0.00, 0.01, 0.00, 0.01, 0.01, 0.01, 0.01, 0.02, -0.02, 0.02, 0.00, 0.01, 0.00, 0.01, 0.00, 0.02, -0.02, 0.00]}